Entry 1:
Molecular formula: C25H29IN3O8PS6W
Method: DFT, the ωB97M-V functional and the def2-TZVPD basis

XYZ file:
```
74
Properties=species:S:1:pos:R:3:mulliken_spin:R:1
W 11.7649 13.1954 8.9092 0.0242
C 9.3117 8.1874 5.7549 0.0000
C 10.2348 9.3738 5.9873 0.0003
O 9.8986 9.9605 7.2394 0.0002
P 10.7673 9.7080 8.5675 0.0021
S 10.1930 11.3900 9.7035 -0.0014
S 12.5954 9.1111 8.2358 0.0001
O 10.0771 8.4771 9.3294 0.0002
C 8.7614 8.4813 9.8884 0.0005
C 8.5922 7.1295 10.5614 0.0000
H 9.5105 7.6873 4.8105 0.0000
H 8.2760 8.5044 5.7655 0.0000
H 9.4423 7.4475 6.5576 0.0000
H 10.1230 10.1578 5.2434 0.0000
H 11.2894 9.0767 5.9961 0.0000
H 8.0448 8.6395 9.0752 -0.0001
H 8.6490 9.2789 10.6201 -0.0005
H 8.6126 6.3111 9.8545 0.0000
H 7.6440 7.0672 11.0894 0.0000
H 9.3975 6.9862 11.2657 0.0000
C 11.2060 17.5897 12.3523 -0.0045
C 11.3944 16.3855 11.5453 0.1396
S 11.7448 16.7282 9.9450 0.3238
C 11.2789 15.1300 12.2041 0.1780
C 11.0499 15.1526 13.6491 -0.0055
S 11.5458 13.5608 11.5912 0.2476
H 11.4477 18.4140 11.6991 0.0030
H 11.8411 17.5941 13.2367 0.0003
H 10.1754 17.7161 12.6881 0.0076
H 10.1739 15.7189 13.9636 0.0033
H 11.9032 15.5675 14.1806 0.0105
H 10.9292 14.1160 13.9698 0.0050
O 17.0820 12.3375 9.1553 0.0001
C 16.9376 13.6470 8.8950 -0.0005
C 18.0416 14.3792 8.4887 -0.0001
C 17.9132 15.7154 8.1761 -0.0003
C 16.6990 16.3786 8.2904 0.0008
C 15.5971 15.6663 8.6850 -0.0025
C 15.7338 14.3237 9.0262 0.0076
C 14.5370 13.6148 9.4392 -0.0249
O 13.4543 14.3089 9.4664 -0.0047
N 14.5763 12.3539 9.6867 0.0040
N 13.2717 11.8592 10.0046 -0.0069
C 13.3211 10.7953 10.7257 0.0086
S 14.9150 10.1176 10.9985 0.0002
C 14.3037 8.5121 11.4805 -0.0002
C 13.1040 8.7149 12.3650 0.0000
S 12.0287 9.9495 11.5849 0.0029
H 16.1826 11.9701 9.3997 0.0000
H 18.9889 13.8866 8.4006 0.0000
H 18.8038 16.2421 7.8881 0.0001
H 16.6395 17.4299 8.0529 0.0000
H 14.6198 16.1273 8.7642 0.0063
H 15.1083 7.9988 11.9982 0.0000
H 14.0211 7.9696 10.5771 0.0001
H 13.4074 9.0630 13.3551 0.0002
H 12.5207 7.7977 12.4490 0.0001
O 12.8879 12.7706 7.3372 0.0008
N 11.8326 11.9467 7.3930 0.0034
O 10.8050 12.7372 7.1665 0.0017
I 6.3240 18.9474 5.6858 0.0005
C 7.7875 17.8625 6.6862 0.0116
C 9.1132 18.0109 6.2933 -0.0069
C 10.0662 17.2614 6.9504 0.0306
C 9.6625 16.4143 7.9621 -0.0673
C 8.3432 16.2589 8.3278 0.0240
C 7.3703 16.9876 7.6809 -0.0085
C 10.5695 15.3907 8.4934 0.0531
O 10.0542 14.4932 9.2518 0.0210
O 11.5941 15.0159 7.8400 0.0057
H 9.3517 18.6961 5.4973 -0.0001
H 11.1045 17.2915 6.6594 0.0040
H 8.0622 15.5446 9.0890 0.0008
H 6.3223 16.9236 7.9441 0.0000
```

Computed properties:
2S+1   2
⟨S²⟩   0.76
LUMO energy (alpha / beta)   2.0 / 1.2 eV
Total charge   -1
ΔE to the lowest compared entry with this formula, charge and spin   3.191 eV
HOMO-LUMO gap (alpha / beta)   6.48 / 6.43 eV

***

Entry 2:
Molecular formula: C25H29IN6O7S
Method: DFT, the ωB97M-V functional and the def2-TZVPD basis

XYZ file:
```
69
Properties=species:S:1:pos:R:3:nbo_charge:R:1
N 1.8783 1.1464 2.2563 -0.8628
C 2.8574 0.0789 2.4092 -0.2135
C 2.4187 -0.9178 3.4840 -0.4028
C 1.2664 -1.8411 3.0823 -0.4017
C -0.0477 -1.1143 2.7732 -0.4020
C -0.1946 -0.8241 1.2799 -0.1638
N -1.1923 0.2055 1.0446 -0.5951
C -0.9638 1.2785 0.2679 0.6822
O 0.0605 1.4515 -0.3663 -0.6389
C -2.0723 2.2934 0.2309 -0.1838
C -1.7050 3.6131 0.4502 -0.0958
C -2.6620 4.6117 0.3821 0.0140
N -2.2761 5.9875 0.6108 0.5313
O -1.1139 6.2032 0.8708 -0.3704
O -3.1404 6.8305 0.5347 -0.3676
C -3.9873 4.3188 0.0946 -0.1962
C -4.3438 3.0073 -0.1438 -0.1703
I -6.3587 2.5885 -0.5709 0.1892
C -3.3939 1.9880 -0.1025 -0.0561
S -3.8678 0.3106 -0.4875 0.2170
C -3.9628 0.3550 -2.3156 -0.5173
C -2.6021 0.5063 -2.9919 -0.1673
C -2.2014 2.0052 -3.0747 0.6731
N -1.0405 2.2144 -3.6929 -0.8104
O -2.9251 2.8846 -2.6518 -0.6484
N -1.6217 -0.2971 -2.2945 -0.6459
C -0.3933 -0.6211 -2.7202 0.7039
O 0.0559 -0.3236 -3.8128 -0.6590
C 0.4331 -1.3522 -1.6536 -0.1485
C 1.5519 -2.2004 -2.2790 -0.4277
C 2.5326 -2.5980 -1.2131 0.0268
C 2.3238 -3.7305 -0.4384 -0.2187
C 3.1833 -4.0512 0.5969 -0.2827
C 4.2763 -3.2393 0.8730 0.2938
O 5.1413 -3.5067 1.8867 -0.6647
C 4.5012 -2.1085 0.0931 -0.2597
C 3.6317 -1.7941 -0.9317 -0.2228
N -0.3965 -2.1580 -0.7917 -0.6299
C -0.6460 -2.0907 0.5379 0.6880
O -1.2809 -2.9681 1.0832 -0.6178
H 1.9044 1.7606 3.0637 0.3558
H 2.0807 1.7057 1.4352 0.3720
H 2.9559 -0.4407 1.4525 0.1901
H 3.8574 0.4591 2.6782 0.1691
H 3.2808 -1.5391 3.7353 0.2109
H 2.1358 -0.3623 4.3811 0.1922
H 1.5620 -2.4379 2.2168 0.2044
H 1.0967 -2.5327 3.9097 0.2117
H -0.0804 -0.1725 3.3188 0.2201
H -0.8918 -1.7355 3.0791 0.2274
H 0.7461 -0.4375 0.8914 0.2583
H -2.0564 0.1223 1.5590 0.4118
H -0.6745 3.8588 0.6572 0.2546
H -4.7106 5.1190 0.0483 0.2632
H -4.6161 1.1728 -2.6151 0.2621
H -4.4261 -0.5989 -2.5644 0.2404
H -2.6748 0.1501 -4.0296 0.2362
H -0.4627 1.4383 -4.0014 0.4324
H -0.6894 3.1562 -3.7576 0.4032
H -1.8849 -0.5609 -1.3505 0.4355
H 0.8892 -0.5410 -1.0742 0.2666
H 2.0348 -1.6026 -3.0521 0.2446
H 1.1128 -3.0818 -2.7511 0.2069
H 1.4823 -4.3771 -0.6388 0.2143
H 3.0037 -4.9349 1.1947 0.2112
H 4.8783 -4.3185 2.3369 0.4811
H 5.3576 -1.4908 0.3109 0.2269
H 3.8083 -0.9094 -1.5259 0.2168
H -0.7415 -3.0110 -1.2178 0.4027
```

Computed properties:
LUMO energy   -0.8 eV
ΔE to the lowest compared entry with this formula, charge and spin   0.099 eV
Structure (SMILES)   NCCCC[C@@H]1NC(=O)c2cc([N+](=O)[O-])cc(I)c2SC[C@@H](C(N)=O)NC(=O)[C@H](Cc2ccc(O)cc2)NC1=O
HOMO-LUMO gap   7.99 eV

***

Entry 3:
Molecular formula: C25H29N2OPPdSe2
Method: DFT, the ωB97M-V functional and the def2-TZVPD basis

XYZ file:
```
61
Properties=species:S:1:pos:R:3:nbo_charge:R:1
Pd 2.1237 0.0442 1.3732 0.5147
C 0.2718 -1.6500 3.8926 -0.7683
Se 1.1357 0.0545 3.5378 0.5572
C 2.6718 -0.0979 4.7611 -0.5628
C 3.7793 -0.9188 4.1503 -0.5746
Se 4.2317 -0.3099 2.3414 0.6930
C 4.9407 1.4638 2.7126 -0.7818
H -0.0062 -1.6418 4.9446 0.2734
H 0.9297 -2.4833 3.6654 0.2500
H -0.6218 -1.6860 3.2759 0.2449
H 2.2902 -0.5550 5.6746 0.2840
H 2.9631 0.9257 4.9905 0.2630
H 3.4942 -1.9618 4.0140 0.2580
H 4.7038 -0.8905 4.7299 0.2877
H 5.7026 1.3383 3.4814 0.2780
H 4.1637 2.1476 3.0388 0.2476
H 5.4032 1.8084 1.7908 0.2693
O 0.0392 -0.2091 0.3431 -1.0829
P -1.2133 -0.4175 -0.4223 2.0628
C -2.1362 -1.8891 -0.2863 -0.4792
C -3.1355 -1.9797 0.6968 -0.2012
C -3.8314 -3.1689 0.8315 -0.1746
C -3.5298 -4.2456 0.0025 -0.1015
C -2.5328 -4.1558 -0.9665 -0.1841
C -1.8259 -2.9771 -1.1186 -0.1776
C -1.3447 0.3161 -2.0889 -0.3766
C -2.2767 -0.2187 -3.0763 0.0325
C -2.1832 0.1464 -4.3846 -0.2588
C -1.1899 1.0601 -4.7780 0.0933
C -0.2457 1.5804 -3.8721 -0.2356
C -0.3183 1.2417 -2.5584 -0.0451
C -2.2730 1.0413 -0.7067 -0.3846
C -3.7041 0.9199 -0.9643 0.0332
C -4.5174 2.0097 -0.8748 -0.2583
C -3.9653 3.2619 -0.5592 0.0942
C -2.5962 3.4286 -0.2747 -0.2306
C -1.7571 2.3624 -0.3626 -0.0452
H -3.3632 -1.1419 1.3474 0.2328
H -4.6106 -3.2630 1.5760 0.2656
H -4.0829 -5.1694 0.1140 0.2686
H -2.3127 -5.0062 -1.5978 0.2676
H -1.0415 -2.9055 -1.8642 0.2329
H -2.9920 -0.9681 -2.7630 0.2473
H -2.8598 -0.2668 -5.1217 0.2912
H -1.1331 1.3615 -5.8194 0.2791
H 0.5306 2.2392 -4.2379 0.2813
H 0.4277 1.5862 -1.8553 0.2471
H -4.1222 -0.0608 -1.1490 0.2471
H -5.5827 1.9125 -1.0399 0.2910
H -4.6162 4.1293 -0.5146 0.2802
H -2.2286 4.4028 0.0194 0.2853
H -0.7128 2.4594 -0.0989 0.2460
N 3.9358 -0.3699 -1.1701 -0.3114
C 4.5131 0.3161 -2.1673 0.0320
C 4.0534 1.6156 -2.0922 -0.3144
C 3.1882 1.6264 -0.9998 -0.0359
N 3.1077 0.4093 -0.4490 -0.3777
H 4.0466 -1.3491 -0.9539 0.4426
H 5.2112 -0.1554 -2.8414 0.2766
H 4.3416 2.4435 -2.7174 0.2816
H 2.6629 2.4597 -0.5584 0.2302
```

Computed properties:
LUMO energy   -14.3 eV
Total charge   +4
HOMO-LUMO gap   5.88 eV

***

Entry 4:
Molecular formula: C25H29N3O4S
Method: DFT, the ωB97M-V functional and the def2-TZVPD basis

XYZ file:
```
62
Properties=species:S:1:pos:R:3:nbo_charge:R:1
C -5.4160 -1.9341 -0.1327 -0.2482
O -4.0402 -1.6328 -0.1395 -0.5267
C -3.5841 -0.6074 -0.9317 0.3343
C -4.4426 0.2253 -1.6381 -0.3231
C -3.9494 1.2543 -2.4226 -0.1589
C -2.5875 1.4587 -2.5252 -0.2584
C -1.7263 0.6297 -1.8343 -0.0750
C -2.1952 -0.4031 -1.0269 -0.2285
C -1.1441 -1.1597 -0.2919 0.6893
O 0.0307 -1.1132 -0.6176 -0.6567
N -1.5508 -1.8860 0.7811 -0.6264
C -0.6106 -2.3474 1.7655 -0.2329
C -0.4557 -1.3130 2.9031 -0.2080
N -0.0570 -0.0356 2.3848 -0.3751
C 1.2345 0.3357 2.1434 -0.0005
C 1.2713 1.5435 1.5067 -0.2662
S 2.7728 2.4073 1.1843 0.2425
C 2.5783 2.9477 -0.5513 -0.6124
C 2.1879 1.7983 -1.4668 0.6772
O 1.1756 1.8313 -2.1360 -0.6383
N 3.0607 0.7838 -1.4586 -0.6149
C 2.8913 -0.4350 -2.2099 -0.2405
C 3.6616 -1.5607 -1.5163 0.0935
C 3.1365 -1.8629 -0.0981 -0.4532
C 4.2613 -1.3828 0.8211 -0.4466
C 5.4780 -1.5187 -0.0932 -0.0634
O 5.0235 -1.1576 -1.3793 -0.5415
C -0.0817 1.9587 1.3152 -0.1231
C -0.6962 3.0700 0.7421 -0.1714
C -2.0703 3.1314 0.7208 -0.2311
C -2.8500 2.1159 1.2757 -0.2120
C -2.2717 1.0111 1.8595 -0.2638
C -0.8839 0.9269 1.8667 0.2188
H -5.7820 -2.1646 -1.1371 0.1851
H -5.5178 -2.8175 0.4968 0.1993
H -6.0063 -1.1173 0.2947 0.1783
H -5.5104 0.0856 -1.5777 0.2168
H -4.6436 1.8912 -2.9512 0.2111
H -2.1901 2.2557 -3.1324 0.2220
H -0.6600 0.7840 -1.8996 0.2651
H -2.5274 -1.8670 1.0263 0.4168
H 0.3494 -2.4768 1.2596 0.2321
H -0.9402 -3.3042 2.1780 0.2004
H 0.3000 -1.6618 3.6118 0.2124
H -1.4066 -1.1982 3.4312 0.2028
H 2.0523 -0.2739 2.4746 0.2184
H 3.5536 3.3507 -0.8262 0.2406
H 1.8303 3.7357 -0.6082 0.2352
H 3.9237 0.8562 -0.9396 0.4065
H 1.8260 -0.6736 -2.2492 0.2498
H 3.2739 -0.3076 -3.2297 0.1925
H 3.6130 -2.4564 -2.1515 0.1795
H 2.1949 -1.3469 0.0710 0.2580
H 2.9776 -2.9350 0.0199 0.2056
H 4.3595 -1.9814 1.7246 0.2115
H 4.1172 -0.3386 1.1021 0.2114
H 6.3057 -0.8563 0.1660 0.1896
H 5.8406 -2.5580 -0.0985 0.1573
H -0.1118 3.8762 0.3287 0.2124
H -2.5602 3.9829 0.2731 0.2129
H -3.9263 2.2013 1.2467 0.2121
H -2.8853 0.2363 2.2959 0.2056
```

Computed properties:
LUMO energy   0.5 eV
ΔE to the lowest compared entry with this formula, charge and spin   1.049 eV
Structure (SMILES)   COc1ccccc1C(=O)NCCn1cc(SCC(=O)NC[C@@H]2CCCO2)c2ccccc21
HOMO-LUMO gap   8.08 eV

***

Entry 5:
Molecular formula: C25H29N3O4S
Method: DFT, the ωB97M-V functional and the def2-TZVPD basis

XYZ file:
```
62
Properties=species:S:1:pos:R:3:nbo_charge:R:1
C 4.4575 -0.6720 -2.9729 -0.6423
C 4.1355 0.7862 -2.6485 -0.0651
O 4.6792 1.2212 -1.4211 -0.5502
C 4.0897 0.6836 -0.2536 -0.0656
C 3.6564 1.8158 0.6812 -0.4214
C 2.4545 2.5772 0.1210 -0.2279
N 1.2869 1.7280 0.0861 -0.6614
C 0.6245 1.4315 -1.0327 0.6799
O 0.8594 1.8953 -2.1336 -0.6454
C -0.4595 0.3398 -0.8581 -0.1755
C -1.5756 0.6489 0.1059 0.0199
C -1.7398 1.9006 0.6877 -0.2003
C -2.7775 2.1352 1.5642 -0.2594
C -3.6866 1.1250 1.8795 0.3116
O -4.6480 1.4496 2.7855 -0.4925
C -5.5973 0.4726 3.1383 -0.2511
C -3.5558 -0.1143 1.2624 -0.3026
C -2.5137 -0.3371 0.3811 -0.2036
N 0.2250 -0.9210 -0.5905 -0.4181
C 0.7419 -1.5732 -1.7906 -0.2777
C -0.3667 -2.0692 -2.6544 -0.2009
C -0.6769 -1.6942 -3.9247 -0.2480
C -1.8180 -2.3553 -4.4340 -0.2554
C -2.3643 -3.2130 -3.5376 -0.4052
S -1.4938 -3.2438 -2.0540 0.4226
C 0.4824 -1.5081 0.5973 0.6484
O 1.1206 -2.5460 0.6845 -0.6133
C -0.0608 -0.9156 1.8673 0.1517
C -0.8583 -1.7247 2.6732 -0.2112
C -1.2846 -1.2307 3.8922 -0.1574
C -0.8800 0.0380 4.2814 -0.2518
C -0.0569 0.7500 3.4277 0.0653
N 0.3439 0.2869 2.2550 -0.4701
H 4.0567 -0.9272 -3.9504 0.2107
H 5.5345 -0.8204 -2.9825 0.2109
H 4.0249 -1.3421 -2.2328 0.2023
H 3.0490 0.9510 -2.6678 0.1797
H 4.5931 1.4395 -3.3960 0.1858
H 4.8278 0.0492 0.2552 0.1796
H 3.2205 0.0635 -0.4994 0.1668
H 3.4013 1.3956 1.6561 0.2010
H 4.4919 2.5053 0.7997 0.2172
H 2.6606 2.9102 -0.8988 0.2347
H 2.2465 3.4537 0.7449 0.1902
H 1.0239 1.2520 0.9578 0.4375
H -0.9148 0.2240 -1.8538 0.2491
H -1.0537 2.6994 0.4547 0.2259
H -2.9056 3.1008 2.0267 0.2251
H -6.1915 0.1582 2.2746 0.1780
H -6.2499 0.9467 3.8695 0.2019
H -5.1220 -0.4038 3.5914 0.1727
H -4.2549 -0.9120 1.4567 0.2191
H -2.4248 -1.3053 -0.0907 0.2213
H 1.3485 -0.8615 -2.3593 0.2271
H 1.3697 -2.4022 -1.4491 0.2663
H -0.1079 -0.9692 -4.4791 0.2312
H -2.2116 -2.1915 -5.4209 0.2263
H -3.2287 -3.8366 -3.6502 0.2351
H -1.1293 -2.7120 2.3350 0.2346
H -1.9146 -1.8282 4.5348 0.2206
H -1.1883 0.4593 5.2249 0.2252
H 0.3055 1.7366 3.6836 0.1980
```

Computed properties:
LUMO energy   0.3 eV
ΔE to the lowest compared entry with this formula, charge and spin   2.326 eV
Structure (SMILES)   CCOCCCNC(=O)[C@H](c1ccc(OC)cc1)N(Cc1cccs1)C(=O)c1ccccn1
HOMO-LUMO gap   8.75 eV

***

Entry 6:
Molecular formula: C25H29N4O3S3SiTi
Method: DFT, the ωB97M-V functional and the def2-TZVPD basis

XYZ file:
```
66
Properties=species:S:1:pos:R:3:mulliken_spin:R:1
Ti -0.9839 0.2447 -0.0436 0.1275
O 5.2410 -3.3432 -1.1757 0.0005
C 5.3116 -2.3568 -0.2521 -0.0013
O 6.3781 -1.9863 0.1461 0.0063
C 4.0157 -1.7541 0.2039 0.0294
C 2.7706 -2.3408 -0.0107 -0.0153
C 1.6173 -1.7183 0.4356 0.0484
C 1.6943 -0.4892 1.0864 -0.1188
C 2.9371 0.0998 1.3113 0.0622
C 4.0870 -0.5439 0.8864 -0.0020
N 0.4871 0.1606 1.3809 0.1579
C 0.3918 1.1023 2.3191 0.1952
C -0.8021 1.8494 2.3658 0.1750
C -1.0240 2.8595 3.3234 0.0605
C -2.2321 3.4916 3.3625 0.0293
C -3.2225 3.1378 2.4250 0.1012
C -2.9365 2.1959 1.4788 -0.0020
N -1.7475 1.5505 1.4171 0.1081
H 4.3340 -3.4523 -1.4792 -0.0001
H 2.6681 -3.3058 -0.4937 0.0000
H 0.6579 -2.2051 0.2958 0.0099
H 3.0074 1.0716 1.7808 0.0104
H 5.0597 -0.1031 1.0593 0.0001
H 1.1773 1.2754 3.0467 0.0185
H -0.2361 3.0959 4.0257 -0.0009
H -2.4236 4.2557 4.1032 0.0026
H -4.1936 3.6099 2.4279 0.0056
H -3.6572 1.9173 0.7210 0.0124
S -2.5208 1.3609 -1.5810 -0.0092
C -1.8133 0.3583 -2.8116 0.0015
S -0.6478 -0.8009 -2.2407 -0.0029
C -2.1129 0.4862 -4.1411 0.0001
C -3.0484 1.4696 -4.5983 0.0003
N -3.7987 2.2597 -4.9662 -0.0001
C -1.4541 -0.3350 -5.1130 0.0000
N -0.8913 -0.9689 -5.8914 -0.0002
C -0.6336 -2.8023 2.8541 -0.0006
Si -2.2410 -2.0373 2.2962 -0.0066
C -3.5380 -3.3741 2.2951 0.0002
C -2.7476 -0.7425 3.5371 0.0030
C -2.1393 -1.3760 0.5492 -0.0114
H -0.7956 -3.3759 3.7695 0.0006
H 0.1322 -2.0538 3.0603 0.0033
H -0.2358 -3.4937 2.1088 0.0003
H -3.6190 -3.8322 3.2839 -0.0001
H -3.2998 -4.1611 1.5769 0.0002
H -4.5178 -2.9720 2.0289 0.0000
H -3.0548 -1.2341 4.4634 0.0016
H -3.5962 -0.1543 3.1802 -0.0009
H -1.9383 -0.0530 3.7830 -0.0024
H -3.1440 -1.0405 0.2516 0.0011
H -1.9098 -2.2303 -0.0994 -0.0006
O 0.5114 1.7217 -0.7192 0.0020
S 1.5396 2.3331 -1.6516 -0.0002
C 2.6148 1.0019 -2.2047 0.0008
C 2.8224 1.2376 -3.6978 -0.0002
C 1.4393 1.5789 -4.2577 0.0003
C 0.8210 2.5967 -3.2958 0.0009
H 2.0384 0.0929 -2.0188 -0.0006
H 3.5149 1.0024 -1.5935 -0.0007
H 3.2621 0.3561 -4.1652 0.0000
H 3.5186 2.0647 -3.8620 0.0001
H 0.8244 0.6845 -4.2997 0.0000
H 1.4955 1.9864 -5.2665 0.0001
H -0.2506 2.4984 -3.1395 -0.0004
H 1.0371 3.6286 -3.5710 0.0004
```

Computed properties:
2S+1   2
⟨S²⟩   0.76
LUMO energy (alpha / beta)   -1.0 / -1.7 eV
ΔE to the lowest compared entry with this formula, charge and spin   0.096 eV
HOMO-LUMO gap (alpha / beta)   6.25 / 6.65 eV